Below is an isolated ion of composition C8H9N2O4 and charge -1 at a distorted geometry, with properties calculated with ωB97M-V with the def2-TZVPD basis set.

Summary:
* LUMO: 0.12926 hartree
* total charge: -1
* strongest force on any atom: 0.063 Eh/bohr
* ΔE to the lowest compared entry with this formula, charge and spin: 482.9 kJ/mol
* Kohn-Sham gap: 8.47 eV
* total energy: -19608.7816 eV

Cartesian coordinates (Å):
C: -1.6704 0.5133 -1.2935
C: -1.4018 1.4300 -0.3985
C: 1.5204 1.6873 -0.0997
C: -1.5765 -0.5673 0.7228
C: -1.1819 -0.8545 -0.7494
C: -0.8099 0.7594 0.7858
C: 0.3606 -0.9725 -0.9826
C: 0.6437 0.4556 0.5471
N: 1.3616 -0.0014 1.5907
N: 1.2288 -1.9303 -0.4353
O: 2.6647 1.7605 0.3991
O: 2.3775 -2.0976 -0.8941
O: 0.9403 2.4011 -0.9613
O: 0.8013 -2.5884 0.5731
H: -1.9697 0.4854 -2.2933
H: -1.3099 2.4849 -0.6929
H: -2.6245 -0.3509 0.8943
H: -1.2581 -1.4171 1.2757
H: -1.8718 -1.5307 -1.1929
H: -0.6778 1.2753 1.7129
H: 0.8248 -0.5308 -1.9358
H: 1.3240 -0.8690 2.0144
H: 2.3047 0.4575 1.4133

Below is one molecule with the formula C8H9N4PS2 at a distorted geometry, with properties calculated with ωB97M-V with the def2-TZVPD basis set.

Summary:
* LUMO: 0.01145 hartree
* total charge: 0
* strongest force on any atom: 0.076 Eh/bohr
* ΔE to the lowest compared entry with this formula, charge and spin: 113.2 kJ/mol
* SMILES: NC1=Nc2ccccc2N2PS[C@@]2(N)S1
* Kohn-Sham gap: 8.05 eV
* total energy: -45360.2154 eV

Cartesian coordinates (Å):
N: 0.0816 -3.5492 -0.5050
C: -0.1755 -2.2468 -0.3044
N: 0.7208 -1.4207 -0.1095
C: 0.9969 -0.0861 -0.0306
C: 2.3248 0.1611 0.0044
C: 2.9071 1.3868 -0.0986
C: 2.0288 2.4914 -0.2133
C: 0.6855 2.2310 -0.2537
C: 0.0664 0.9858 -0.1493
N: -1.3715 0.9128 -0.2983
P: -2.7290 2.0900 -0.3362
S: -3.7161 0.2611 0.1457
C: -1.9895 -0.2658 0.2709
N: -1.6122 -0.4541 1.6431
S: -1.8598 -1.7516 -0.7963
H: 0.9604 -3.8106 -0.2650
H: -0.6488 -4.1402 -0.1691
H: 2.8001 -0.7370 0.2002
H: 3.9564 1.4056 0.1163
H: 2.4907 3.4758 -0.4532
H: 0.0471 3.0867 -0.5379
H: -2.9014 1.9753 -1.7168
H: -0.7842 -1.0963 1.6623
H: -2.2784 -0.9050 2.1942

Below is C8H9N5 as an isolated structure at a distorted geometry, with properties calculated with ωB97M-V with the def2-TZVPD basis set.

Summary:
* LUMO: -0.00278 hartree
* total charge: 0
* strongest force on any atom: 0.168 Eh/bohr
* ΔE to the lowest compared entry with this formula, charge and spin: 973.5 kJ/mol
* Kohn-Sham gap: 8.82 eV
* total energy: -15883.4240 eV

Cartesian coordinates (Å):
C: 3.6522 0.8354 0.2696
C: 2.2174 0.2697 -0.2956
C: 0.8767 0.8558 -0.3422
C: -1.2889 -0.0541 -0.0710
C: -1.8473 1.1811 -0.2611
C: -3.3464 1.2638 -0.0644
C: -3.3450 -0.9755 0.6562
C: -1.9622 -1.2627 0.1446
H: 4.8541 -0.5609 -0.2026
H: 3.7535 -0.9395 1.7648
H: 4.2555 1.3531 -0.6379
H: 3.2694 1.8790 0.8399
H: 0.7837 2.0015 0.0382
H: -1.1354 1.9266 -0.9261
H: -3.7687 2.1699 -0.3248
H: -3.6256 -1.9427 0.8368
H: -1.5382 -2.2389 -0.2777
N: 4.5348 -0.0309 1.0081
N: 0.0670 -0.1451 -0.3660
N: 0.7753 -1.2909 -0.7317
N: 2.0007 -1.1014 -0.6178
N: -4.0330 0.2357 0.5178

Below is an isolated ion of composition C8H9N5 and charge +2 at a distorted geometry, with properties calculated with ωB97M-V with the def2-TZVPD basis set.

Summary:
* LUMO (alpha / beta): -0.33528 / -0.33536 hartree
* total charge: +2
* strongest force on any atom: 0.091 Eh/bohr
* ΔE to the lowest compared entry with this formula, charge and spin: 101.4 kJ/mol
* SMILES: C=[N+]1C[NH+]=C=C2C=CC=CN2/N=N\1
* Kohn-Sham gap (alpha / beta): 7.25 / 7.25 eV
* total energy: -15867.4959 eV

Cartesian coordinates (Å):
C: 2.8573 1.0113 1.1351
N: 2.2860 0.3247 0.2403
C: 2.5407 -0.9793 -0.2948
N: 1.3585 -1.5919 -0.8356
C: 0.1394 -1.2988 -0.5577
C: -0.9400 -0.5628 -0.1169
C: -2.0052 -1.1947 0.4652
C: -3.1619 -0.4482 0.5503
C: -3.2076 0.9152 0.1122
C: -2.1414 1.5125 -0.3890
N: -0.9456 0.7859 -0.4090
N: 0.1348 1.3778 -0.7257
N: 1.2920 1.4864 -0.6035
H: 2.4786 2.0571 1.2760
H: 3.8516 0.7089 1.5371
H: 2.9867 -1.6770 0.5045
H: 3.4245 -1.1013 -1.0236
H: 1.4895 -2.0607 -1.7640
H: -1.9978 -2.2426 0.6737
H: -4.0957 -0.8678 0.9236
H: -4.1904 1.3058 0.1108
H: -2.1538 2.5397 -0.8090

Below is an isolated ion of composition C8H9N5PS and charge +1 at a distorted geometry, with properties calculated with ωB97M-V with the def2-TZVPD basis set.

Summary:
* LUMO (alpha / beta): -0.17978 / -0.17972 hartree
* total charge: +1
* strongest force on any atom: 0.137 Eh/bohr
* ΔE to the lowest compared entry with this formula, charge and spin: 335.2 kJ/mol
* Kohn-Sham gap (alpha / beta): 7.85 / 7.85 eV
* total energy: -36003.8892 eV

Cartesian coordinates (Å):
C: -3.1912 1.6029 -2.1359
C: 0.3068 1.3373 -1.7965
C: -1.2719 0.7636 -0.6012
C: 0.7611 -0.1618 -0.0862
C: -0.4191 -1.7756 1.6329
C: 1.5074 -1.2102 0.5242
C: -2.7106 2.9913 0.1349
C: 3.4354 -3.0782 1.1285
N: -3.4256 1.8901 -3.2324
N: -1.1997 -0.9326 1.0098
N: 0.8686 -2.0132 1.3905
N: -0.5903 -0.0738 0.1588
N: 1.1687 0.6140 -1.1047
P: -2.9068 1.1883 -0.3888
S: 3.1007 -1.5694 0.0797
H: 0.4863 2.1296 -2.4791
H: -0.9289 -2.3417 2.3915
H: -2.0364 3.6524 -0.5853
H: -2.0984 2.9126 1.0093
H: -3.5463 3.5159 0.3991
H: 4.3483 -2.9049 1.6752
H: 3.5164 -3.9116 0.5770
H: 2.5736 -3.1669 1.6761
H: 2.2519 0.5418 -1.3773

Below is one molecule with the formula C8H9NO at a distorted geometry, with properties calculated with ωB97M-V with the def2-TZVPD basis set.

Summary:
* LUMO: 0.02807 hartree
* total charge: 0
* strongest force on any atom: 0.106 Eh/bohr
* ΔE to the lowest compared entry with this formula, charge and spin: 539.1 kJ/mol
* Kohn-Sham gap: 8.07 eV
* total energy: -11974.2615 eV

Cartesian coordinates (Å):
C: 0.3836 -0.8572 -1.7121
C: 0.8465 0.3605 -1.7069
C: 0.0680 0.8232 0.5610
C: -0.9465 -1.1914 -1.1517
C: 0.2961 -1.5610 1.1533
C: 0.7428 3.1292 0.6587
C: -0.5615 -0.2723 1.2115
C: -0.8884 -1.4334 0.3379
N: 0.2363 1.9937 0.8023
O: 1.4770 1.3467 -1.8297
H: 1.0842 -1.6071 -2.2773
H: -1.6244 -0.3426 -1.2661
H: -1.3375 -2.0312 -1.6899
H: 1.2708 -1.3452 0.7217
H: 0.2778 -2.1311 2.0115
H: 0.0024 3.9742 0.3080
H: 1.6342 3.2596 1.1050
H: -1.2708 -0.0423 1.9804
H: -1.6908 -2.0724 0.7823

Below is one molecule with the formula C8H9NO at a distorted geometry, with properties calculated with ωB97M-V with the def2-TZVPD basis set.

Summary:
* LUMO: 0.03120 hartree
* total charge: 0
* strongest force on any atom: 0.250 Eh/bohr
* ΔE to the lowest compared entry with this formula, charge and spin: 252.3 kJ/mol
* SMILES: CC(=O)Nc1ccccc1
* Kohn-Sham gap: 10.01 eV
* total energy: -11977.2343 eV

Cartesian coordinates (Å):
C: -1.8043 1.1128 1.2676
C: -0.8607 2.0071 0.3880
O: -0.9896 3.1729 0.3198
N: 0.1114 1.4107 -0.4322
C: 0.3925 -0.0209 -0.3167
C: 1.5998 -0.4409 0.2608
C: 1.8755 -1.8531 0.2483
C: 0.9700 -2.8049 -0.2786
C: -0.2031 -2.2387 -0.8789
C: -0.5057 -0.8651 -0.9223
H: -1.3310 0.4387 1.7836
H: -2.3364 1.5729 1.8035
H: -2.5104 0.6006 0.6649
H: 0.7415 2.2162 -0.4490
H: 2.2796 0.2995 0.4408
H: 2.8540 -2.3057 0.6257
H: 1.1367 -3.8101 -0.2874
H: -1.0016 -3.0580 -1.3526
H: -1.4798 -0.5892 -1.3716

Below is a 2-piece molecular cluster, C8H9NO2 overall at a distorted geometry, with properties calculated with ωB97M-V with the def2-TZVPD basis set.

Summary:
* LUMO: 0.00227 hartree
* total charge: 0
* strongest force on any atom: 0.061 Eh/bohr
* ΔE to the lowest compared entry with this formula, charge and spin: 703.1 kJ/mol
* SMILES: CC(=O)/C=C\C=C1/NO1.C#C
* Kohn-Sham gap: 8.59 eV
* total energy: -14019.6058 eV

Cartesian coordinates (Å):
C: 2.1438 0.8979 2.0699
C: 1.0936 0.7127 1.0606
O: 1.0731 -0.2174 0.3236
C: 0.0323 1.7381 0.9498
C: -1.1426 1.5604 0.2872
C: -1.8041 0.3644 -0.3298
C: -1.5151 -0.9386 -0.1258
N: -1.1266 -2.0381 0.6455
O: -2.0186 -2.0837 -0.5492
H: 3.0799 0.4179 1.8495
H: 1.7885 0.2730 2.9991
H: 2.2190 1.9268 2.3998
H: 0.1257 2.5938 1.6560
H: -1.6296 2.5088 0.0640
H: -2.4049 0.6627 -1.2112
H: -0.2348 -2.5973 0.5325
C: -0.1606 -1.0868 -3.5671
C: 0.3834 -1.7483 -2.7361
H: -0.6481 -0.3913 -4.1583
H: 0.7456 -2.5549 -2.1599